Entry from OMol25: an isolated ion of composition C6H6N and charge +1 (ωB97M-V/def2-TZVPD).

Geometry as XYZ:
```
13
Properties=species:S:1:pos:R:3:nbo_charge:R:1
C -0.355 -4.259 3.201 0.08
C -0.045 -3.241 2.613 -0.24
C -0.058 -2.131 1.989 0.27
C -0.203 -1.018 1.502 -0.16
C -0.148 0.118 0.732 0.20
C 0.194 1.320 -1.441 -0.44
N -0.018 0.177 -0.596 -0.42
H -0.520 -5.244 3.669 0.28
H 0.008 1.098 1.236 0.25
H 0.770 0.993 -2.363 0.26
H -0.784 1.781 -1.831 0.25
H 0.572 2.120 -0.755 0.24
H -0.262 -0.740 -1.059 0.43
```

Output
HOMO, eV: -14.0
SMILES: C#CC#C/C=[NH+]/C
Molar mass, u: 92.12
LUMO level, eV: -5.920
ΔE to the lowest compared entry with this formula, charge and spin, kcal per mole: 47.0
Charge: +1



Entry from OMol25: a 11-piece molecular cluster, H22O11 overall (ωB97M-V/def2-TZVPD).

Geometry as XYZ:
```
33
Properties=species:S:1:pos:R:3:nbo_charge:R:1
O -3.791 -1.464 3.718 -0.94
H -3.918 -0.523 3.596 0.47
H -2.850 -1.596 3.603 0.47
O -2.106 -5.333 -0.498 -0.94
H -1.694 -6.153 -0.226 0.47
H -1.374 -4.734 -0.646 0.47
O 2.264 4.261 -3.483 -0.94
H 2.603 3.995 -4.337 0.47
H 1.664 3.559 -3.233 0.47
O 4.903 0.535 -0.179 -0.94
H 4.947 -0.361 -0.513 0.46
H 3.984 0.659 0.056 0.48
O 1.277 4.819 1.746 -0.94
H 0.670 4.900 1.010 0.48
H 1.206 3.903 2.017 0.46
O 0.992 -0.110 0.086 -0.95
H 0.276 0.194 -0.472 0.48
H 0.579 -0.720 0.697 0.47
O -2.838 0.012 -1.661 -0.94
H -3.495 -0.412 -1.108 0.47
H -3.077 -0.239 -2.553 0.47
O -1.443 4.644 -0.953 -0.94
H -1.729 5.501 -1.269 0.47
H -1.914 4.017 -1.503 0.47
O 0.249 -5.587 3.163 -0.94
H -0.259 -5.794 3.948 0.47
H 0.182 -4.635 3.079 0.47
O 1.250 0.553 -5.019 -0.94
H 0.586 0.031 -5.468 0.47
H 2.072 0.319 -5.450 0.47
O 0.107 -1.612 3.651 -0.95
H 0.354 -0.687 3.676 0.48
H 0.322 -1.941 4.524 0.48
```

Output
HOMO, eV: -11.1
SMILES: O.O.O.O.O.O.O.O.O.O.O
Molar mass, u: 198.17
LUMO level, eV: -0.194
ΔE to the lowest compared entry with this formula, charge and spin, kcal per mole: 57.2



Entry from OMol25: an isolated ion of composition C7H13NOPS and charge +1 (ωB97M-V/def2-TZVPD).

Geometry as XYZ:
```
24
Properties=species:S:1:pos:R:3:nbo_charge:R:1
C -0.053 -0.894 1.670 -0.21
C -0.375 -0.179 0.581 -0.09
C 0.993 1.470 2.173 -0.53
C -0.381 -2.357 2.007 -0.67
C 2.014 2.435 2.661 -0.67
C 0.021 -0.003 -2.221 -0.24
C -0.754 -1.213 -1.682 -0.10
N -1.186 0.962 -2.167 -0.79
O -1.244 -0.669 -0.420 -0.52
P 0.383 1.553 0.587 0.53
S 0.864 -0.159 2.898 0.51
H -0.830 -3.024 1.156 0.24
H -1.167 -2.132 2.801 0.25
H 0.532 -2.951 2.424 0.26
H 1.726 3.371 2.196 0.24
H 3.022 2.230 2.368 0.24
H 2.133 2.433 3.847 0.24
H 0.374 -0.119 -3.150 0.22
H 0.866 0.393 -1.621 0.26
H -1.630 -1.566 -2.184 0.23
H -0.066 -2.097 -1.523 0.23
H -0.871 1.862 -2.520 0.44
H -1.491 0.435 -1.136 0.49
H -1.948 0.772 -2.835 0.42
```

Output
HOMO, eV: -12.0
SMILES: Cc1pc(OCC[NH3+])c(C)s1
Molar mass, u: 190.23
LUMO level, eV: -3.129
ΔE to the lowest compared entry with this formula, charge and spin, kcal per mole: 22.4
Charge: +1